1.
{
  "formula": "C22H61BN24O16P",
  "method": "ωB97M-V with the def2-TZVPD basis set",
  "total_charge": 1,
  "homo_energy_ev": -10.5,
  "lumo_energy_ev": -3.7,
  "de_lowest_ev": 0.000,
  "energy_ha": -3759.38446,
  "species": ["C", "C", "B", "O", "O", "C", "O", "C", "C", "C", "O", "N", "C", "C", "N", "C", "C", "P", "C", "O", "H", "H", "H", "H", "H", "H", "H", "H", "H", "H", "H", "H", "H", "H", "H", "H", "H", "C", "O", "N", "N", "H", "H", "H", "H", "C", "O", "N", "N", "H", "H", "H", "H", "C", "O", "N", "N", "H", "H", "H", "H", "C", "O", "N", "N", "H", "H", "H", "H", "C", "O", "N", "N", "H", "H", "H", "H", "C", "O", "N", "N", "H", "H", "H", "H", "C", "O", "N", "N", "H", "H", "H", "H", "C", "O", "N", "N", "H", "H", "H", "H", "C", "O", "N", "N", "H", "H", "H", "H", "C", "O", "N", "N", "H", "H", "H", "H", "C", "O", "N", "N", "H", "H", "H", "H"],
  "xyz": [[-2.524, 5.963, 5.223], [-3.439, 5.189, 6.258], [-4.084, 3.912, 5.567], [-4.521, 4.052, 4.261], [-4.225, 2.672, 6.289], [-3.045, 2.012, 6.375], [-2.874, 1.090, 7.130], [-1.873, 2.441, 5.487], [-0.952, 3.374, 5.970], [0.082, 3.819, 5.186], [0.893, 4.764, 5.748], [0.283, 3.392, 3.929], [1.340, 3.844, 2.977], [2.769, 3.857, 3.504], [3.459, 4.892, 3.253], [-0.585, 2.482, 3.439], [-1.675, 1.969, 4.167], [-2.927, 0.701, 3.493], [-2.443, 0.231, 1.764], [-4.417, 1.389, 3.322], [-1.640, 6.289, 5.789], [-2.993, 6.859, 4.813], [-2.157, 5.274, 4.456], [-4.206, 5.892, 6.612], [-2.771, 4.854, 7.065], [-3.767, 3.842, 3.693], [-1.087, 3.742, 6.984], [1.476, 4.308, 6.376], [1.040, 4.813, 2.553], [1.321, 3.137, 2.136], [3.234, 3.029, 4.060], [4.393, 4.797, 3.664], [-0.437, 2.145, 2.415], [-2.875, -0.756, 1.542], [-2.816, 0.953, 1.021], [-1.336, 0.184, 1.758], [-5.107, 0.716, 3.277], [0.308, 7.574, 3.195], [-0.584, 6.873, 3.663], [0.049, 8.647, 2.399], [1.630, 7.336, 3.434], [0.760, 9.234, 2.006], [-0.914, 8.851, 2.203], [1.861, 6.553, 4.019], [2.374, 7.896, 3.061], [4.802, 6.649, 6.600], [5.844, 6.157, 6.211], [3.582, 6.186, 6.176], [4.756, 7.690, 7.478], [2.698, 6.560, 6.469], [3.585, 5.425, 5.530], [5.633, 8.051, 7.805], [3.905, 8.105, 7.806], [-4.417, -2.487, -0.251], [-4.316, -2.105, 0.908], [-5.570, -2.350, -0.970], [-3.386, -3.076, -0.913], [-5.674, -2.659, -1.919], [-6.351, -1.920, -0.509], [-2.525, -3.193, -0.411], [-3.436, -3.403, -1.863], [-2.780, -0.153, -3.827], [-1.607, -0.510, -3.846], [-3.260, 0.827, -4.632], [-3.700, -0.718, -2.985], [-4.211, 1.136, -4.635], [-2.611, 1.261, -5.260], [-3.378, -1.451, -2.372], [-4.662, -0.441, -2.950], [1.360, -1.252, 2.059], [0.674, -0.409, 2.632], [1.148, -2.583, 2.217], [2.383, -0.922, 1.221], [1.692, -3.292, 1.762], [0.401, -2.861, 2.829], [2.566, 0.053, 1.081], [2.952, -1.597, 0.745], [-4.199, 4.181, -4.108], [-4.053, 3.239, -4.875], [-4.902, 5.298, -4.441], [-3.664, 4.191, -2.852], [-5.030, 6.080, -3.827], [-5.310, 5.326, -5.358], [-3.139, 3.383, -2.572], [-3.769, 4.952, -2.209], [-0.700, -4.321, -3.303], [-1.401, -4.662, -2.353], [-0.443, -5.149, -4.351], [-0.126, -3.090, -3.381], [0.126, -4.894, -5.136], [-0.851, -6.066, -4.324], [-0.300, -2.452, -2.627], [0.447, -2.790, -4.146], [1.162, -8.566, -4.787], [0.474, -8.279, -5.756], [2.428, -8.090, -4.617], [0.723, -9.388, -3.791], [3.006, -8.315, -3.829], [2.788, -7.483, -5.329], [-0.205, -9.760, -3.878], [1.274, -9.634, -2.990], [3.642, -11.683, -5.949], [3.731, -11.290, -4.791], [2.502, -11.553, -6.679], [4.680, -12.282, -6.598], [2.410, -11.866, -7.626], [1.716, -11.115, -6.231], [5.537, -12.395, -6.090], [4.629, -12.611, -7.544], [7.088, -9.067, -3.390], [7.883, -8.187, -3.112], [5.880, -8.814, -3.976], [7.333, -10.388, -3.141], [5.216, -9.531, -4.211], [5.661, -7.856, -4.174], [8.210, -10.619, -2.711], [6.688, -11.124, -3.362], [0.606, 4.158, -5.606], [1.501, 4.848, -6.056], [0.846, 3.030, -4.866], [-0.716, 4.446, -5.800], [0.124, 2.445, -4.488], [1.805, 2.787, -4.706], [-0.933, 5.263, -6.339], [-1.468, 3.888, -5.435]],
  "forces_ev_per_angstrom": [[-0.1, -0.6, 1.5], [0.7, -0.3, -0.9], [-0.9, 1.4, 0.0], [0.5, -0.6, 0.8], [1.7, 0.3, -1.0], [-0.5, -1.1, 1.0], [0.0, 0.7, -0.6], [0.4, 0.5, -0.7], [-1.0, -1.1, 0.2], [0.5, 0.9, 1.2], [0.6, -0.5, -0.9], [-0.1, -0.7, -0.4], [0.3, -0.1, -0.2], [0.2, 0.9, 0.2], [-0.1, -0.3, 0.3], [-1.5, -1.0, 0.3], [-0.9, 0.9, -1.1], [0.4, -2.4, 0.3], [0.5, 1.2, 0.4], [0.7, 0.9, -0.3], [-0.2, 0.1, -0.4], [0.0, -0.4, -0.2], [-0.2, 0.5, -0.2], [0.1, -0.4, 0.3], [-0.7, 0.4, 0.3], [-0.5, 0.1, -0.4], [0.4, 0.2, -0.3], [0.0, 0.3, 0.1], [0.3, -0.1, 0.5], [-0.2, 0.0, 0.4], [-0.8, -0.2, -0.2], [0.1, 0.0, -0.4], [0.1, 0.1, 0.3], [0.1, 0.3, 0.3], [0.2, -0.1, 0.2], [-0.5, -0.2, -0.2], [0.2, -0.1, 0.3], [0.3, 0.3, 0.0], [0.4, -0.1, -0.3], [-0.2, 0.0, 0.0], [-0.4, 0.0, 0.1], [0.0, 0.0, 0.0], [0.0, 0.0, 0.0], [0.1, 0.1, -0.1], [0.0, -0.1, 0.0], [0.2, 0.1, 0.1], [-0.1, -0.1, -0.1], [-0.4, -0.1, 0.1], [0.0, 0.0, 0.0], [0.1, 0.1, 0.0], [0.0, 0.0, -0.1], [0.0, 0.0, 0.0], [0.0, 0.0, 0.0], [0.1, -0.3, 0.0], [-0.2, 0.1, 0.0], [-0.1, 0.2, 0.0], [-0.1, 0.4, 0.1], [0.0, -0.1, 0.0], [0.0, -0.1, 0.0], [0.0, -0.2, -0.1], [0.1, -0.4, 0.1], [-0.1, 0.0, -0.3], [0.0, 0.1, 0.2], [0.4, -0.8, 0.2], [0.1, -0.2, 0.1], [0.0, 0.2, 0.0], [-0.1, 0.1, 0.0], [0.0, 0.3, 0.0], [0.0, 0.1, 0.0], [0.1, -0.3, 0.0], [0.1, 0.3, -0.1], [-0.2, 0.0, 0.1], [0.0, 0.2, 0.0], [0.0, 0.0, 0.0], [0.0, 0.0, 0.0], [0.0, 0.0, 0.0], [0.0, 0.0, 0.0], [-0.1, 0.3, 0.1], [-0.1, 0.6, -0.1], [-0.1, 0.0, -0.2], [0.1, -0.2, 0.1], [0.0, 0.0, 0.0], [0.0, 0.0, 0.0], [0.0, 0.0, 0.0], [0.0, 0.0, 0.0], [0.2, 0.1, -0.2], [-0.1, 0.1, 0.0], [-0.2, -0.2, 0.1], [0.2, -0.2, 0.4], [0.0, 0.0, 0.0], [0.1, 0.0, -0.1], [-0.1, 0.2, -0.2], [-0.1, 0.1, -0.1], [0.1, 0.0, 0.2], [0.0, 0.0, 0.0], [0.1, 0.3, -0.1], [-0.2, -0.1, 0.0], [0.0, -0.1, 0.0], [0.0, 0.0, 0.0], [0.0, 0.0, 0.0], [0.1, 0.0, -0.1], [-0.1, 0.0, -0.2], [0.2, 0.1, 0.1], [-0.1, 0.1, 0.2], [0.1, 0.0, 0.1], [0.0, 0.0, 0.0], [0.0, 0.0, -0.1], [0.0, 0.0, 0.0], [0.0, 0.0, 0.0], [0.0, 0.0, 0.0], [0.0, 0.0, 0.0], [-0.3, 0.1, 0.0], [0.1, -0.2, 0.0], [-0.1, -0.2, -0.1], [0.1, 0.0, 0.0], [0.0, 0.0, 0.0], [-0.1, 0.1, 0.0], [0.0, 0.0, 0.0], [0.0, 0.0, 0.1], [0.0, 0.0, 0.2], [-0.2, 0.0, 0.1], [0.0, 0.0, -0.1], [0.0, 0.0, -0.1], [0.0, 0.0, 0.0], [0.0, 0.0, -0.1]],
  "mulliken_charge": [-0.568, -0.589, 0.247, -0.516, -0.366, -0.169, -0.510, -0.065, 0.413, -0.824, -0.326, 0.439, -0.097, -0.646, -0.551, 0.009, 0.325, -0.005, -0.255, -0.465, 0.209, 0.519, 0.048, 0.466, 0.234, 0.345, 0.774, 0.444, 0.298, 0.419, 0.447, 0.268, 0.316, 0.180, 0.298, -0.074, 0.342, 0.587, -0.562, -0.444, -0.211, 0.157, 0.237, 0.142, 0.165, 0.527, -0.630, -0.139, -0.372, 0.170, -0.027, 0.233, 0.169, 0.574, -0.678, -0.345, -0.235, 0.208, 0.192, 0.065, 0.210, 0.559, -0.655, -0.290, -0.242, 0.163, 0.173, 0.117, 0.204, 0.670, -0.642, -0.415, -0.362, 0.166, 0.227, 0.176, 0.172, 0.680, -0.642, -0.436, -0.349, 0.153, 0.229, 0.209, 0.156, 0.754, -0.724, -0.360, -0.277, 0.134, 0.154, 0.156, 0.155, 0.630, -0.683, -0.335, -0.363, 0.158, 0.180, 0.231, 0.164, 0.673, -0.659, -0.358, -0.376, 0.165, 0.210, 0.205, 0.154, 0.532, -0.651, -0.285, -0.338, 0.222, 0.137, 0.200, 0.190, 0.538, -0.643, -0.308, -0.292, 0.158, 0.186, 0.176, 0.164]
}

---

2.
{
  "formula": "H8O4",
  "method": "ωB97M-V with the def2-TZVPD basis set",
  "homo_energy_ev": -10.7,
  "lumo_energy_ev": 0.3,
  "de_lowest_ev": 0.828,
  "energy_ha": -305.74878,
  "species": ["O", "H", "H", "O", "H", "H", "O", "H", "H", "O", "H", "H"],
  "xyz": [[0.390, -0.414, 0.188], [-0.335, -0.635, -0.406], [0.931, -1.216, 0.217], [1.810, -3.019, -0.607], [1.171, -3.254, -1.289], [1.741, -3.723, 0.048], [-0.767, 2.623, -1.324], [-1.664, 2.353, -1.542], [-0.635, 2.327, -0.408], [-0.786, 1.986, 1.519], [-1.121, 1.898, 2.415], [-0.734, 1.075, 1.190]],
  "forces_ev_per_angstrom": [[-0.3, -0.1, 0.1], [0.1, 0.0, -0.1], [0.1, 0.0, -0.1], [-0.2, 0.0, 0.1], [0.1, 0.0, 0.0], [0.1, 0.0, -0.1], [0.0, -0.3, 0.1], [0.0, 0.1, 0.0], [-0.1, 0.4, -0.2], [-0.2, -0.4, -0.1], [0.0, 0.1, 0.0], [0.4, 0.0, 0.3]],
  "mulliken_charge": [-0.648, 0.304, 0.332, -0.665, 0.327, 0.331, -0.626, 0.306, 0.370, -0.667, 0.308, 0.329]
}

---

3.
{
  "formula": "C5H12N2O2",
  "method": "ωB97M-V with the def2-TZVPD basis set",
  "homo_energy_ev": -8.7,
  "lumo_energy_ev": 0.4,
  "de_lowest_ev": 4.210,
  "energy_ha": -457.59420,
  "species": ["C", "C", "C", "C", "C", "N", "N", "O", "O", "H", "H", "H", "H", "H", "H", "H", "H", "H", "H", "H", "H"],
  "xyz": [[-1.510, -1.273, -0.591], [0.085, -0.581, 1.705], [0.894, 1.477, 0.731], [1.368, -0.588, -0.461], [-0.887, 0.209, -0.472], [-0.605, 0.696, -1.751], [0.377, 0.154, 0.417], [-2.350, -1.660, 0.213], [-1.051, -1.850, -1.587], [-0.543, -1.461, 1.469], [0.975, -0.835, 2.241], [-0.582, 0.062, 2.230], [1.217, 1.881, -0.252], [0.123, 2.125, 1.006], [1.650, 1.510, 1.466], [2.249, -0.970, -0.034], [0.775, -1.368, -0.777], [1.380, 0.205, -1.341], [-1.663, 1.016, 0.417], [-1.100, 1.386, -2.224], [-0.802, -0.137, -2.405]],
  "forces_ev_per_angstrom": [[-0.4, 0.1, -0.3], [-1.4, -0.6, -1.6], [0.3, 0.6, -2.6], [-1.1, 3.6, -1.6], [-3.6, 2.3, 3.6], [0.7, -2.5, -1.5], [1.3, -1.5, 0.7], [0.0, 0.5, 0.7], [0.2, -0.3, -0.6], [0.7, 0.3, 0.1], [0.6, 0.1, 0.1], [-0.3, 0.5, 0.8], [0.3, 0.0, 0.8], [-1.5, 0.8, 0.8], [1.0, -0.4, 0.6], [1.2, 0.4, 0.9], [-0.7, -2.1, -1.2], [1.0, -2.2, 1.5], [2.0, -2.4, -3.2], [-1.2, 2.1, 0.4], [0.9, 0.8, 1.4]],
  "mulliken_charge": [0.417, -0.960, -0.995, -0.996, 0.200, -0.556, -0.126, -0.668, -0.715, 0.399, 0.313, 0.466, 0.352, 0.459, 0.369, 0.322, 0.505, 0.376, 0.344, 0.204, 0.291]
}

---

4.
{
  "formula": "C3H2Cl2O",
  "method": "ωB97M-V with the def2-TZVPD basis set",
  "homo_energy_ev": -10.3,
  "lumo_energy_ev": 0.4,
  "de_lowest_ev": 2.456,
  "energy_ha": -1111.03634,
  "species": ["C", "C", "C", "O", "Cl", "Cl", "H", "H"],
  "xyz": [[-2.130, -0.017, -0.966], [-1.728, -0.066, 0.174], [1.777, -0.006, 0.498], [0.655, 0.161, 0.829], [2.686, -1.436, 0.611], [2.682, 1.344, -0.277], [-2.357, 0.478, -1.986], [-1.585, -0.458, 1.117]],
  "forces_ev_per_angstrom": [[0.0, 2.3, -1.8], [-1.5, -0.7, -2.1], [-0.7, 1.7, -0.5], [1.4, -0.4, 0.3], [0.2, -0.4, 0.1], [-0.2, -0.8, 0.4], [0.4, -1.6, 2.3], [0.4, -0.2, 1.4]],
  "mulliken_charge": [-0.247, -0.407, 0.514, -0.338, -0.077, -0.135, 0.289, 0.401]
}